one.
Below is a single C5H5FN2 molecule, with properties calculated with ωB97M-V/def2-TZVPD.

Results
HOMO   -0.305 hartree
Frontier orbital gap   9.090 eV

Each atom is followed by the atoms it is bonded to, with distances in Å.
Cartesian coordinates (Å):
1 F -0.431 1.489 -2.503  C2 1.337
2 C 0.803 1.292 -2.026  F1 1.337, C3 1.325, H9 1.047
3 C 1.052 0.626 -0.908  C2 1.325, C4 1.452, H10 1.100
4 C 0.075 0.015 -0.025  C3 1.452, N5 1.305, N8 1.365
5 N -1.223 -0.004 -0.163  C4 1.305, C6 1.378
6 C -1.717 -0.701 0.918  N5 1.378, C7 1.367, H11 1.049
7 C -0.679 -1.106 1.711  C6 1.367, N8 1.361, H12 1.094
8 N 0.451 -0.644 1.110  C4 1.365, C7 1.361, H13 0.999
9 H 1.521 1.763 -2.624  C2 1.047
10 H 2.116 0.568 -0.633  C3 1.100
11 H -2.743 -0.880 1.050  C6 1.049
12 H -0.611 -1.656 2.653  C7 1.094
13 H 1.386 -0.762 1.440  N8 0.999



two.
Below is a single C5H5FN2 molecule, with properties calculated with ωB97M-V/def2-TZVPD.

Results
HOMO   -0.313 hartree
Frontier orbital gap   8.639 eV

Each atom is followed by the atoms it is bonded to, with distances in Å.
Cartesian coordinates (Å):
1 H 2.939 -1.267 -0.059  N2 0.959
2 N 2.055 -1.542 0.189  H1 0.959, C3 1.262
3 C 1.228 -0.642 -0.127  N2 1.262, C4 1.511, N9 1.414
4 C 1.376 0.862 -0.116  C3 1.511, C5 1.350, H10 1.086
5 C 0.092 1.279 -0.094  C4 1.350, C6 1.520, H11 1.135
6 C -0.946 0.178 0.052  C5 1.520, C7 1.309, N9 1.442
7 C -2.254 0.136 0.108  C6 1.309, F8 1.353, H12 1.256
8 F -2.862 -1.050 -0.127  C7 1.353
9 N -0.139 -0.974 -0.264  C3 1.414, C6 1.442, H13 0.966
10 H 2.287 1.428 0.056  C4 1.086
11 H -0.132 2.382 -0.236  C5 1.135
12 H -3.004 0.979 0.659  C7 1.256
13 H -0.641 -1.768 -0.040  N9 0.966



Of them, one has the highest stability.



one.
Below is a single C3H11N3 molecule, with properties calculated with ωB97M-V/def2-TZVPD.

Results
HOMO   -0.290 hartree
Frontier orbital gap   8.993 eV

Each atom is followed by the atoms it is bonded to, with distances in Å.
Cartesian coordinates (Å):
1 C -1.746 -1.167 0.135  C2 1.512, H7 1.094, H8 1.097, H9 1.094
2 C -1.000 0.068 0.587  C1 1.512, C3 1.834, H10 1.092, H11 1.093
3 C 0.691 0.405 -0.037  C2 1.834, N4 1.374, N5 1.385, N6 1.388
4 N 0.284 0.453 -1.349  C3 1.374, H12 1.011, H13 1.251
5 N 1.083 1.657 0.409  C3 1.385, H14 1.011, H15 1.011
6 N 1.624 -0.572 0.279  C3 1.388, H16 1.013, H17 1.013
7 H -2.055 -1.078 -0.910  C1 1.094
8 H -2.658 -1.316 0.726  C1 1.097
9 H -1.138 -2.071 0.238  C1 1.094
10 H -1.586 0.975 0.425  C2 1.092
11 H -0.783 0.009 1.657  C2 1.093
12 H -0.404 -0.102 -1.839  N4 1.011
13 H 1.277 0.284 -2.092  N4 1.251
14 H 1.062 2.444 -0.225  N5 1.011
15 H 1.336 1.875 1.363  N5 1.011
16 H 1.452 -1.549 0.069  N6 1.013
17 H 2.563 -0.315 0.560  N6 1.013



two.
Below is a single C3H11N3 molecule, with properties calculated with ωB97M-V/def2-TZVPD.

Results
HOMO   -0.296 hartree
Frontier orbital gap   9.264 eV

Each atom is followed by the atoms it is bonded to, with distances in Å.
Cartesian coordinates (Å):
1 N -1.065 1.172 2.231  C2 1.517, H7 0.962, H8 0.986
2 C -0.026 0.578 1.298  N1 1.517, C3 1.687, H9 1.129, H10 1.136
3 C -0.985 -0.224 0.165  C2 1.687, N4 1.506, H11 1.099, H12 1.097
4 N -0.132 -1.228 -0.564  C3 1.506, C5 1.403, H13 1.075
5 C 0.394 -0.833 -1.804  N4 1.403, N6 1.474, H14 1.148, H15 1.249
6 N 1.701 -0.228 -1.487  C5 1.474, H16 1.000, H17 1.019
7 H -1.880 1.304 1.737  N1 0.962
8 H -0.840 1.829 2.930  N1 0.986
9 H 0.637 -0.126 1.880  C2 1.129
10 H 0.484 1.507 0.889  C2 1.136
11 H -1.801 -0.672 0.750  C3 1.099
12 H -1.554 0.443 -0.494  C3 1.097
13 H 0.737 -1.617 -0.065  N4 1.075
14 H -0.351 -0.082 -2.249  C5 1.148
15 H 0.451 -1.765 -2.633  C5 1.249
16 H 1.609 0.492 -0.800  N6 1.000
17 H 2.621 -0.550 -1.784  N6 1.019



Of them, one has the highest stability.



one.
Below is a 2-piece molecular cluster, C3H11N3 overall, with properties calculated with ωB97M-V/def2-TZVPD.

Results
HOMO   -0.299 hartree
Frontier orbital gap   9.116 eV

Each atom is followed by the atoms it is bonded to, with distances in Å.
Cartesian coordinates (Å):
1 C 2.613 0.993 -0.074  C2 1.328, H4 1.085, H5 1.083
2 C 2.511 -0.310 0.160  C1 1.328, N3 1.397, H6 1.075
3 N 1.682 -1.192 -0.537  C2 1.397, H7 1.008, H8 1.009
4 H 2.107 1.613 -0.806  C1 1.085
5 H 3.417 1.520 0.425  C1 1.083
6 H 3.158 -0.831 0.842  C2 1.075
7 H 0.961 -0.743 -1.078  N3 1.008
8 H 1.285 -1.971 -0.032  N3 1.009
9 N -1.578 -0.785 -0.659  C10 1.445, H12 1.005, H13 1.003
10 C -1.457 0.242 0.350  N9 1.445, N11 1.453, H14 1.088, H15 1.081
11 N -2.705 0.788 0.853  C10 1.453, H16 1.003, H17 1.005
12 H -2.184 -1.551 -0.423  N9 1.005
13 H -1.587 -0.534 -1.630  N9 1.003
14 H -0.928 -0.200 1.192  C10 1.088
15 H -0.856 1.054 -0.035  C10 1.081
16 H -2.944 1.739 0.642  N11 1.003
17 H -3.495 0.167 0.812  N11 1.005



two.
Below is a 2-piece molecular cluster, C3H11N3 overall, with properties calculated with ωB97M-V/def2-TZVPD.

Results
HOMO   -0.312 hartree
Frontier orbital gap   9.480 eV

Each atom is followed by the atoms it is bonded to, with distances in Å.
Cartesian coordinates (Å):
1 N 0.582 1.312 -1.037  C2 1.437, H5 1.041, H6 1.013
2 C 1.007 1.135 0.324  N1 1.437, C3 1.610, H7 1.096, H8 1.093
3 C 0.831 -0.346 0.932  C2 1.610, N4 1.449, H9 1.092, H10 1.093
4 N 1.115 -1.415 -0.005  C3 1.449, H11 1.016, H12 1.015
5 H -0.408 1.014 -1.157  N1 1.041
6 H 1.149 0.752 -1.663  N1 1.013
7 H 2.073 1.380 0.381  C2 1.096
8 H 0.459 1.833 0.962  C2 1.093
9 H -0.165 -0.516 1.345  C3 1.092
10 H 1.530 -0.426 1.768  C3 1.093
11 H 2.055 -1.314 -0.375  N4 1.016
12 H 0.479 -1.360 -0.794  N4 1.015
13 C -2.192 -0.251 0.226  N14 1.258, H15 1.093, H16 1.085
14 N -1.874 -0.230 -0.990  C13 1.258, H17 1.020
15 H -2.530 -1.129 0.784  C13 1.093
16 H -2.164 0.685 0.773  C13 1.085
17 H -1.946 -1.125 -1.474  N14 1.020



three.
Below is a 2-piece molecular cluster, C3H11N3 overall, with properties calculated with ωB97M-V/def2-TZVPD.

Results
HOMO   -0.349 hartree
Frontier orbital gap   10.345 eV

Each atom is followed by the atoms it is bonded to, with distances in Å.
Cartesian coordinates (Å):
1 H -1.537 2.696 1.625  N2 1.001
2 N -1.276 2.952 0.693  H1 1.001, C3 1.271
3 C -2.008 2.259 -0.082  N2 1.271, N4 1.379, H5 1.096
4 N -1.960 2.303 -1.459  C3 1.379, H6 1.013, H7 1.011
5 H -2.913 1.743 0.260  C3 1.096
6 H -2.394 1.504 -1.904  N4 1.013
7 H -1.019 2.523 -1.757  N4 1.011
8 C 2.255 -1.648 0.773  C9 1.519, H11 1.094, H12 1.088, H13 1.096
9 C 1.204 -1.274 -0.258  C8 1.519, N10 1.460, H14 1.094, H15 1.092
10 N -0.067 -1.993 -0.231  C9 1.460, H16 1.014, H17 1.014
11 H 3.105 -0.964 0.688  C8 1.094
12 H 2.592 -2.682 0.740  C8 1.088
13 H 1.931 -1.441 1.799  C8 1.096
14 H 1.632 -1.375 -1.259  C9 1.094
15 H 1.081 -0.189 -0.246  C9 1.092
16 H -0.744 -1.543 0.375  N10 1.014
17 H 0.118 -2.870 0.242  N10 1.014



Of them, three has the highest stability.



one.
Below is a 2-piece molecular cluster, C3H11N3 overall, with properties calculated with ωB97M-V/def2-TZVPD.

Results
HOMO   -0.346 hartree
Frontier orbital gap   10.099 eV

Each atom is followed by the atoms it is bonded to, with distances in Å.
Cartesian coordinates (Å):
1 H 3.926 -2.315 0.640  N2 1.018
2 N 3.556 -1.701 1.362  H1 1.018, C3 1.268
3 C 2.834 -0.845 0.765  N2 1.268, N4 1.379, H5 1.101
4 N 2.682 0.502 1.017  C3 1.379, H6 1.014, H7 1.014
5 H 2.544 -0.992 -0.287  C3 1.101
6 H 1.763 0.812 0.720  N4 1.014
7 H 2.876 0.851 1.949  N4 1.014
8 C -1.396 0.613 -1.513  C9 1.524, H11 1.084, H12 1.095, H13 1.094
9 C -2.439 0.719 -0.406  C8 1.524, N10 1.482, H14 1.088, H15 1.090
10 N -2.592 -0.591 0.271  C9 1.482, H16 1.014, H17 1.012
11 H -1.275 -0.364 -1.966  C8 1.084
12 H -1.651 1.257 -2.361  C8 1.095
13 H -0.486 1.101 -1.152  C8 1.094
14 H -2.269 1.517 0.313  C9 1.088
15 H -3.384 0.896 -0.922  C9 1.090
16 H -1.661 -0.974 0.392  N10 1.014
17 H -3.028 -0.483 1.178  N10 1.012



two.
Below is a 2-piece molecular cluster, C3H11N3 overall, with properties calculated with ωB97M-V/def2-TZVPD.

Results
HOMO   -0.313 hartree
Frontier orbital gap   9.206 eV

Each atom is followed by the atoms it is bonded to, with distances in Å.
Cartesian coordinates (Å):
1 C -0.536 -3.569 -0.366  C2 1.361, H4 1.032, H5 1.092
2 C -1.116 -2.350 -0.541  C1 1.361, N3 1.417, H6 1.126
3 N -1.961 -1.912 -1.592  C2 1.417, H7 0.981, H8 1.012
4 H -0.179 -4.069 -1.195  C1 1.032
5 H -0.343 -4.158 0.532  C1 1.092
6 H -0.982 -1.585 0.275  C2 1.126
7 H -1.485 -1.923 -2.450  N3 0.981
8 H -2.266 -0.962 -1.426  N3 1.012
9 N -0.056 1.654 0.834  C10 1.407, H12 0.965, H13 1.063
10 C 1.185 2.147 0.391  N9 1.407, N11 1.528, H14 1.232, H15 1.087
11 N 1.932 3.321 1.021  C10 1.528, H16 1.009, H17 1.030
12 H 0.096 1.470 1.769  N9 0.965
13 H -0.197 0.682 0.425  N9 1.063
14 H 1.003 2.571 -0.751  C10 1.232
15 H 1.832 1.294 0.200  C10 1.087
16 H 1.852 3.345 2.026  N11 1.009
17 H 1.220 4.044 0.846  N11 1.030



three.
Below is a 2-piece molecular cluster, C3H11N3 overall, with properties calculated with ωB97M-V/def2-TZVPD.

Results
HOMO   -0.284 hartree
Frontier orbital gap   8.612 eV

Each atom is followed by the atoms it is bonded to, with distances in Å.
Cartesian coordinates (Å):
1 C 0.181 -0.287 1.616  C2 1.502, H5 1.089, H6 1.088, H7 1.090
2 C -0.335 -0.637 0.250  C1 1.502, C3 1.891, N4 1.273
3 C -1.842 0.472 -0.024  C2 1.891, H8 1.092, H9 1.088, H10 1.095
4 N -0.478 -1.871 -0.028  C2 1.273, H11 1.018
5 H 0.565 0.732 1.611  C1 1.089
6 H -0.613 -0.357 2.356  C1 1.088
7 H 0.951 -0.994 1.924  C1 1.090
8 H -2.423 0.071 -0.857  C3 1.092
9 H -2.372 0.440 0.925  C3 1.088
10 H -1.590 1.517 -0.232  C3 1.095
11 H -0.819 -2.050 -0.971  N4 1.018
12 N 0.809 0.358 -1.146  N13 1.438, H14 1.025, H15 1.046
13 N 2.045 0.744 -0.520  N12 1.438, H16 1.019, H17 1.015
14 H 0.986 -0.171 -2.005  N12 1.025
15 H -0.201 0.530 -1.354  N12 1.046
16 H 2.702 -0.034 -0.525  N13 1.019
17 H 2.433 1.538 -1.021  N13 1.015



four.
Below is a 2-piece molecular cluster, C3H11N3 overall, with properties calculated with ωB97M-V/def2-TZVPD.

Results
HOMO   -0.267 hartree
Frontier orbital gap   8.286 eV

Each atom is followed by the atoms it is bonded to, with distances in Å.
Cartesian coordinates (Å):
1 C 1.054 -0.917 -0.555  C2 1.348, H5 1.079, H6 1.076
2 C 1.115 0.023 0.410  C1 1.348, C3 1.508, N4 1.371
3 C 2.426 0.664 0.791  C2 1.508, H7 1.092, H8 1.091, H9 1.087
4 N 0.007 0.503 1.058  C2 1.371, H10 1.010, H11 1.205
5 H 0.170 -1.518 -0.700  C1 1.079
6 H 1.940 -1.260 -1.060  C1 1.076
7 H 2.637 0.495 1.848  C3 1.092
8 H 2.380 1.742 0.628  C3 1.091
9 H 3.251 0.254 0.212  C3 1.087
10 H 0.193 0.949 1.944  N4 1.010
11 H -1.050 0.173 0.582  N4 1.205
12 N -2.355 0.152 -0.228  N13 1.460, H14 1.019, H15 1.027
13 N -2.403 -0.538 -1.514  N12 1.460, H16 1.025, H17 1.018
14 H -3.280 0.084 0.194  N12 1.019
15 H -2.141 1.139 -0.415  N12 1.027
16 H -1.461 -0.414 -1.898  N13 1.025
17 H -2.482 -1.530 -1.298  N13 1.018



Of them, one has the highest stability.



one.
Below is a single C6H8OS molecule, with properties calculated with ωB97M-V/def2-TZVPD.

Results
HOMO   -0.324 hartree
Frontier orbital gap   8.044 eV

Each atom is followed by the atoms it is bonded to, with distances in Å.
Cartesian coordinates (Å):
1 C 3.894 -0.749 0.096  C2 1.500, H9 1.097, H10 1.096, H11 1.121
2 C 2.634 0.004 0.403  C1 1.500, O3 1.484, C4 1.433, H12 1.095
3 O 2.254 1.168 -0.436  C2 1.484, C4 1.443
4 C 1.469 -0.043 -0.430  C2 1.433, O3 1.443, C5 1.485, H13 1.088
5 C 0.154 0.216 0.208  C4 1.485, C6 1.330, H14 1.089
6 C -1.024 -0.279 -0.161  C5 1.330, C7 1.473, H15 1.115
7 C -2.298 0.004 0.524  C6 1.473, S8 1.645, H16 1.101
8 S -3.800 -0.094 -0.139  C7 1.645
9 H 4.697 -0.059 0.384  C1 1.097
10 H 4.037 -0.973 -0.968  C1 1.096
11 H 4.050 -1.666 0.722  C1 1.121
12 H 2.540 0.294 1.454  C2 1.095
13 H 1.415 -0.608 -1.359  C4 1.088
14 H 0.200 0.845 1.096  C5 1.089
15 H -1.041 -1.059 -0.957  C6 1.115
16 H -2.112 0.474 1.502  C7 1.101



two.
Below is a single C6H8OS molecule, with properties calculated with ωB97M-V/def2-TZVPD.

Results
HOMO   -0.335 hartree
Frontier orbital gap   9.271 eV

Each atom is followed by the atoms it is bonded to, with distances in Å.
Cartesian coordinates (Å):
1 C 0.828 -0.194 -0.708  C2 1.505, C5 1.432, H8 1.059, S16 1.860
2 C -0.140 -1.247 -0.237  C1 1.505, C3 1.541, C4 1.886, H9 1.172, O15 1.445
3 C -0.720 -0.836 1.130  C2 1.541, C4 1.698, H10 1.095, H11 1.028
4 C -1.212 0.293 -0.039  C2 1.886, C3 1.698, C5 1.468, H12 1.140, O15 1.388
5 C 0.056 0.960 -0.361  C1 1.432, C4 1.468, C6 1.417
6 C 0.175 2.347 -0.096  C5 1.417, H13 1.127, H14 1.231
7 H 2.384 -1.862 -0.433  S16 1.679
8 H 1.066 -0.577 -1.667  C1 1.059
9 H 0.090 -2.388 -0.365  C2 1.172
10 H -0.119 -0.421 1.946  C3 1.095
11 H -1.639 -1.257 1.311  C3 1.028
12 H -2.340 0.439 0.036  C4 1.140
13 H -0.817 2.690 0.315  C6 1.127
14 H 1.158 3.068 0.077  C6 1.231
15 O -1.306 -0.761 -0.937  C2 1.445, C4 1.388
16 S 2.535 -0.255 0.028  C1 1.860, H7 1.679



three.
Below is a single C6H8OS molecule, with properties calculated with ωB97M-V/def2-TZVPD.

Results
HOMO   -0.303 hartree
Frontier orbital gap   9.056 eV

Each atom is followed by the atoms it is bonded to, with distances in Å.
Cartesian coordinates (Å):
1 O 0.730 2.339 0.245  C2 1.428, H9 0.950
2 C 0.064 1.077 0.191  O1 1.428, C3 1.503, C8 1.553, H10 1.063
3 C 0.195 0.335 1.491  C2 1.503, C4 1.330, H11 1.092
4 C -0.479 -0.767 1.806  C3 1.330, S5 1.753, H12 1.102
5 S -1.757 -1.426 0.803  C4 1.753, C6 1.762
6 C -1.156 -1.508 -0.852  S5 1.762, C7 1.345, H13 1.080
7 C -0.228 -0.801 -1.521  C6 1.345, C8 1.478, H14 1.115
8 C 0.605 0.328 -1.057  C2 1.553, C7 1.478, H15 1.035, H16 1.077
9 H 1.592 2.168 0.608  O1 0.950
10 H -0.945 1.311 -0.049  C2 1.063
11 H 0.949 0.698 2.194  C3 1.092
12 H -0.443 -1.241 2.801  C4 1.102
13 H -1.592 -2.335 -1.393  C6 1.080
14 H 0.172 -1.211 -2.478  C7 1.115
15 H 1.577 0.001 -0.923  C8 1.035
16 H 0.716 1.032 -1.865  C8 1.077



four.
Below is a single C6H8OS molecule, with properties calculated with ωB97M-V/def2-TZVPD.

Results
HOMO   -0.322 hartree
Frontier orbital gap   9.327 eV

Each atom is followed by the atoms it is bonded to, with distances in Å.
Cartesian coordinates (Å):
1 O -0.349 -2.238 0.351  C2 1.366, H9 1.135
2 C -0.637 -0.915 0.527  O1 1.366, C3 1.586, C7 1.641, H10 1.107
3 C 0.391 -0.272 1.549  C2 1.586, C4 1.289, H11 1.096
4 C 1.155 0.640 1.052  C3 1.289, C5 1.485, H12 1.139
5 C 0.685 1.001 -0.309  C4 1.485, C6 1.392, C7 1.475, H13 1.175
6 C -0.523 1.627 -0.604  C5 1.392, C7 1.472, H14 1.204, H15 1.108
7 C -0.461 0.159 -0.701  C2 1.641, C5 1.475, C6 1.472, S8 1.718
8 S -0.586 -0.483 -2.290  C7 1.718, H16 1.349
9 H -1.174 -2.918 -0.030  O1 1.135
10 H -1.654 -0.939 0.961  C2 1.107
11 H 0.610 -0.954 2.378  C3 1.096
12 H 2.082 0.960 1.630  C4 1.139
13 H 1.666 1.065 -0.954  C5 1.175
14 H -0.979 2.138 0.386  C6 1.204
15 H -0.658 2.438 -1.348  C6 1.108
16 H 0.434 -1.309 -2.597  S8 1.349



Of them, three has the highest stability.